[1]
The molecule C10H9NO in a non-equilibrium geometry. Source: the Open Molecules 2025 dataset; level of theory: ωB97M-V with the def2-TZVPD basis set.

Geometry as ORCA input:
```
! RIJCOSX wB97M-V def2-TZVPD def2/J DEFGRID3
* xyz 0 1
C 2.999 1.176 0.072
C 3.601 -0.092 -0.046
C 1.644 1.261 0.130
C 2.791 -1.192 -0.109
C 0.867 0.028 0.057
C -3.453 0.257 0.031
C -2.536 1.370 0.006
C -1.573 -1.277 -0.070
C -3.130 -1.061 -0.041
C -0.560 0.097 -0.135
N 1.487 -1.137 0.021
O -1.176 1.254 0.017
H 3.441 2.145 0.017
H 4.608 -0.332 -0.093
H 1.314 2.303 0.182
H 3.003 -2.267 -0.186
H -4.374 0.691 0.121
H -3.030 2.270 -0.093
H -1.204 -1.664 0.805
H -1.081 -1.854 -0.900
H -3.639 -1.978 0.213
*
```

Lowest unoccupied orbital energy (alpha / beta) (eV): -0.19 / -0.17
Orbital gap (alpha / beta) (eV): 7.21 / 6.69
HOMO (alpha / beta) (eV): -7.40 / -6.86
ΔE to the lowest compared entry with this formula, charge and spin (kJ/mol): 485.6

***

[2]
A cluster of 2 separate species, C3H7NO2 in total in a non-equilibrium geometry. Source: the Open Molecules 2025 dataset; level of theory: ωB97M-V with the def2-TZVPD basis set.

Geometry as ORCA input:
```
! RIJCOSX wB97M-V def2-TZVPD def2/J DEFGRID3
* xyz 0 1
O -0.577 -1.136 -3.197
C -0.533 -2.083 -2.465
C 0.102 -1.983 -1.106
H -1.092 -3.035 -2.616
H -0.140 -2.741 -0.358
H 1.185 -1.865 -1.099
H -0.356 -1.055 -0.734
C 0.367 1.652 1.804
N -0.206 2.918 1.909
O 0.243 0.731 2.563
H 1.211 1.773 1.105
H 0.165 3.645 1.321
H -0.369 3.179 2.874
*
```

Lowest unoccupied orbital energy (eV): 0.83
Orbital gap (eV): 10.76
HOMO (eV): -9.93
SMILES: CC=O.NC=O
ΔE to the lowest compared entry with this formula, charge and spin (kJ/mol): 169.9

***

[3]
A structure of composition C50H41BBr3N8O18 in a non-equilibrium geometry. Source: the Open Molecules 2025 dataset; level of theory: ωB97M-V with the def2-TZVPD basis set.

Geometry as ORCA input:
```
! RIJCOSX wB97M-V def2-TZVPD def2/J DEFGRID3
* xyz -1 1
O 1.528 0.549 -1.983
C 0.858 0.683 -0.959
O 1.101 1.561 -0.026
B -0.064 1.459 0.944
O -1.018 0.468 0.403
C -0.494 -0.074 -0.632
O -0.941 -1.041 -1.213
O -0.756 2.787 1.175
C -1.003 2.974 2.455
O -1.790 3.793 2.964
C -0.111 1.866 3.196
O 0.412 1.135 2.278
O -0.038 1.713 4.418
C -6.981 4.271 -0.371
Br -8.580 5.398 -0.586
Br -6.662 3.018 -1.887
Br -7.071 3.354 1.395
H -6.131 4.938 -0.228
C -6.679 4.722 10.362
C -7.826 5.402 10.814
C -8.745 4.747 11.587
C -8.504 3.425 11.978
C -7.390 2.702 11.423
C -6.464 3.426 10.709
N -9.426 2.796 12.938
O -9.269 1.612 13.256
O -10.291 3.520 13.528
H -5.906 5.290 9.868
H -7.943 6.431 10.509
H -9.482 5.440 11.966
H -7.019 1.731 11.718
H -5.552 2.983 10.337
C 3.754 -6.706 -5.179
C 4.757 -6.972 -4.224
C 5.277 -8.280 -4.144
C 4.853 -9.210 -5.108
C 3.826 -8.908 -6.065
C 3.302 -7.663 -6.071
N 5.477 -10.605 -5.129
O 5.515 -11.247 -6.110
O 5.896 -11.111 -4.056
H 3.273 -5.744 -5.272
H 5.076 -6.269 -3.469
H 5.965 -8.613 -3.381
H 3.528 -9.753 -6.669
H 2.486 -7.394 -6.725
C 3.575 9.719 0.543
C 4.010 10.940 0.118
C 3.025 11.936 -0.105
C 1.659 11.719 0.099
C 1.274 10.413 0.445
C 2.251 9.431 0.642
N 0.644 12.797 -0.101
O -0.458 12.412 -0.135
O 1.118 13.982 -0.202
H 4.370 9.012 0.728
H 5.052 11.200 0.002
H 3.424 12.932 -0.231
H 0.241 10.103 0.503
H 1.953 8.424 0.892
C -2.654 -7.146 4.508
C -2.367 -7.735 5.791
C -1.968 -6.987 6.915
C -1.868 -5.623 6.834
C -2.177 -5.063 5.561
C -2.497 -5.796 4.378
N -1.606 -4.872 8.099
O -0.701 -5.332 8.892
O -2.180 -3.814 8.252
H -2.820 -7.778 3.648
H -2.484 -8.797 5.951
H -1.800 -7.674 7.732
H -2.038 -4.004 5.405
H -2.735 -5.530 3.359
C -5.721 -6.107 -9.034
C -5.503 -5.572 -7.744
C -4.889 -6.371 -6.796
C -4.830 -7.793 -6.983
C -5.242 -8.303 -8.214
C -5.598 -7.437 -9.271
N -4.364 -8.684 -5.901
O -4.280 -8.369 -4.699
O -3.841 -9.760 -6.283
H -6.209 -5.672 -9.893
H -5.781 -4.544 -7.564
H -4.513 -6.045 -5.838
H -5.174 -9.378 -8.292
H -5.922 -7.809 -10.231
N 0.232 -2.166 -9.864
C 0.204 -2.956 -10.951
C 1.114 -2.809 -12.054
C 2.114 -1.915 -11.854
C 2.185 -1.148 -10.671
C 1.164 -1.281 -9.726
H -0.497 -3.777 -10.990
H 1.050 -3.539 -12.847
H 2.914 -1.894 -12.579
H 2.969 -0.408 -10.593
H 1.175 -0.615 -8.876
N 4.208 7.721 9.824
C 3.101 7.448 9.112
C 1.835 7.879 9.535
C 1.672 8.639 10.667
C 2.847 8.981 11.374
C 4.092 8.535 10.897
H 3.159 6.844 8.218
H 0.978 7.630 8.927
H 0.728 9.076 10.958
H 2.750 9.655 12.212
H 5.026 8.825 11.355
N 11.575 -1.071 -6.958
C 11.034 -0.335 -5.930
C 9.651 -0.250 -5.774
C 8.752 -0.821 -6.659
C 9.338 -1.555 -7.713
C 10.769 -1.571 -7.919
H 11.718 -0.045 -5.147
H 9.240 0.341 -4.969
H 7.690 -0.815 -6.467
H 8.729 -2.121 -8.403
H 11.357 -2.109 -8.648
*
```

Lowest unoccupied orbital energy (eV): 0.21
Orbital gap (eV): 7.49
HOMO (eV): -7.28
ΔE to the lowest compared entry with this formula, charge and spin (kJ/mol): 187.8